Entry from OMol25: a structure of composition C31H23BrClIrN5O (the ωB97M-V functional and the def2-TZVPD basis).

The geometry in ORCA input format:
```
! RIJCOSX wB97M-V def2-TZVPD def2/J DEFGRID3
* xyz 2 6
Ir 0.20618 0.71261 -0.38773
N -1.26926 1.64114 -1.55622
C -1.80127 0.72068 -2.55844
C -2.85181 1.02991 -3.37162
C -3.28468 0.10554 -4.34685
C -2.64858 -1.09325 -4.49938
C -1.55324 -1.43177 -3.66982
C -0.82681 -2.64021 -3.77727
C 0.22903 -2.87541 -2.94186
C 0.56240 -1.91703 -1.97231
N -0.10368 -0.78860 -1.83665
C -1.14453 -0.51694 -2.68416
H -0.86610 2.45128 -2.02729
H -2.01725 2.02012 -0.97685
H -3.35066 1.98764 -3.28155
H -4.11930 0.36453 -4.98291
H -2.97011 -1.79506 -5.25778
H -1.11003 -3.36502 -4.53017
H 0.81257 -3.78174 -3.00968
H 1.39228 -2.06921 -1.29401
Br -1.16726 -6.88460 10.42637
C -1.01167 -5.96935 8.81688
C 0.24405 -5.86591 8.19832
C 0.36971 -5.19888 7.01242
C -0.78185 -4.61493 6.40734
C -2.04839 -4.72733 7.04776
C -2.15352 -5.39433 8.23388
N -0.71495 -3.96163 5.25211
N 0.33821 -3.79356 4.52645
C 0.58754 -2.91144 3.57217
C 1.94783 -2.76049 3.18177
C 2.32134 -1.91810 2.17579
C 1.36653 -1.14636 1.47528
O 1.71408 -0.33510 0.53830
C -0.01838 -1.27918 1.84876
N -0.89466 -0.51134 1.15952
C -2.18131 -0.57535 1.44601
C -2.68506 -1.42667 2.42880
C -1.81082 -2.21571 3.13933
C -0.43602 -2.14929 2.87256
H 1.10738 -6.31844 8.66585
H 1.32507 -5.11123 6.51467
H -2.91637 -4.28182 6.58196
H -3.10936 -5.48795 8.72938
H 2.68755 -3.34088 3.71529
H 3.36204 -1.81189 1.89885
H -2.84070 0.07008 0.87755
H -3.74817 -1.45803 2.61761
H -2.18438 -2.88756 3.89816
Cl -1.97094 3.54704 0.89109
C -0.90517 2.69196 1.96644
C -1.37819 2.39285 3.22642
C -0.54360 1.76673 4.14488
C 0.77900 1.47669 3.80364
C 1.24484 1.77054 2.54572
C 0.40997 2.35232 1.55282
C 0.93565 2.60410 0.22723
H -2.38673 2.67389 3.49731
H -0.91323 1.54718 5.13741
H 1.44604 1.04470 4.53797
H 2.27357 1.56522 2.28127
H 2.01919 2.59415 0.15353
H 0.47965 3.41817 -0.32711
*
```

Values from the calculation:
HOMO-LUMO gap (alpha / beta) ... 6.22 / 5.65 eV
LUMO energy (alpha / beta) ... -5.71 / -8.09 eV
HOMO (alpha / beta) ... -11.93 / -13.74 eV
Energy relative to the best compared isomer or geometry (same formula, charge and spin) ... 0.0 kJ/mol

=====

Entry from OMol25: a structure of composition C31H23Cl4GeIIrN2O2S (the ωB97M-V functional and the def2-TZVPD basis).

The geometry in ORCA input format:
```
! RIJCOSX wB97M-V def2-TZVPD def2/J DEFGRID3
* xyz 1 5
Ir -1.56072 -0.10313 -0.39751
Cl -4.79636 5.95681 -1.44956
C -3.52277 4.81976 -1.43147
C -2.17135 5.25552 -1.58340
Cl -1.88185 6.90643 -1.84391
C -1.09176 4.35959 -1.54059
Cl 0.48247 4.96242 -1.90973
C -1.30317 3.00677 -1.27417
O -0.38610 2.06590 -1.14656
C -2.69424 2.53845 -1.24452
O -2.97223 1.31317 -1.20530
C -3.77710 3.49026 -1.30454
Cl -5.35732 2.86957 -1.19027
I -3.92827 -1.51614 0.38814
C -2.99678 -3.26145 -0.28112
C -3.72251 -4.41331 -0.23461
C -3.12964 -5.61286 -0.68571
C -1.84877 -5.60076 -1.14700
C -1.09641 -4.40070 -1.19889
C 0.23378 -4.41279 -1.69533
C 0.95021 -3.26136 -1.79144
C 0.36964 -2.03830 -1.38492
C -0.90585 -1.96258 -0.86861
C -1.66952 -3.17444 -0.76897
H -4.73803 -4.41642 0.13836
H -3.70138 -6.53173 -0.66216
H -1.38288 -6.51635 -1.49291
H 0.66417 -5.35953 -2.00028
H 1.96141 -3.27294 -2.18059
H 0.95967 -1.13499 -1.49979
Ge 1.42477 2.18037 -0.51664
C 2.34253 1.68836 -2.12911
C 3.22638 0.60723 -2.03686
C 3.86312 0.11791 -3.17104
C 3.62023 0.69898 -4.40602
C 2.74238 1.77081 -4.50828
C 2.10566 2.26276 -3.37968
C 2.07331 0.98508 0.86975
C 3.26411 1.50670 1.38469
C 3.97756 0.83151 2.36849
C 3.50548 -0.37981 2.85185
C 2.32268 -0.90866 2.34841
C 1.61219 -0.23109 1.36688
H 1.43006 3.54306 0.15833
H 3.42686 0.14335 -1.08013
H 4.54796 -0.71712 -3.08676
H 4.11244 0.31670 -5.29148
H 2.55244 2.22599 -5.47166
H 1.41929 3.09122 -3.48850
H 3.65322 2.45731 1.02519
H 4.89810 1.25203 2.75208
H 4.06112 -0.91404 3.61293
H 1.95509 -1.86278 2.71008
H 0.70265 -0.67497 0.99626
S -1.31118 1.44702 1.63941
C -1.24749 0.57539 3.10025
N -1.81461 -0.59235 3.38549
C -1.60051 -1.00362 4.77859
C -0.60450 0.06448 5.28487
N -0.56703 1.00469 4.16054
H -2.41677 -1.06775 2.73063
H -1.18368 -2.00539 4.82795
H -2.53741 -0.98709 5.33095
H 0.38392 -0.35353 5.46326
H -0.94708 0.55299 6.19225
H 0.02035 1.81941 4.11443
*
```

Values from the calculation:
HOMO-LUMO gap (alpha / beta) ... 7.93 / 5.44 eV
LUMO energy (alpha / beta) ... -2.02 / -5.15 eV
HOMO (alpha / beta) ... -9.95 / -10.58 eV

=====

Entry from OMol25: a structure of composition C31H23Cl5N5OSTi in a non-equilibrium geometry (the ωB97M-V functional and the def2-TZVPD basis).

The geometry in ORCA input format:
```
! RIJCOSX wB97M-V def2-TZVPD def2/J DEFGRID3
* xyz -1 3
Ti 0.19295 0.01942 -0.27010
C 0.16965 4.35532 0.27980
C -1.20105 4.61012 0.47210
C -2.07745 3.57502 0.29050
C -1.59415 2.28962 -0.00880
N -0.24665 2.03282 -0.16710
C 0.57375 3.08532 -0.05550
C -2.39975 1.12082 -0.07980
C -3.79205 1.06302 -0.16080
C -4.42035 -0.17998 -0.19780
C -3.67385 -1.32918 -0.01460
C -2.27835 -1.23098 0.12910
N -1.64625 -0.01528 -0.03310
C -1.36685 -2.22778 0.51410
C -1.69145 -3.55288 0.88350
C -0.74795 -4.35138 1.45860
C 0.54695 -3.81678 1.67780
C 0.83055 -2.55728 1.21540
N -0.05125 -1.76858 0.59290
H 0.89055 5.15272 0.37870
H -1.54515 5.59422 0.75590
H -3.14185 3.72312 0.40150
H 1.62745 2.91352 -0.24700
H -4.37465 1.96852 -0.22550
H -5.48915 -0.24928 -0.34020
H -4.14985 -2.29808 0.03140
H -2.69915 -3.90248 0.71170
H -0.96875 -5.36748 1.75460
H 1.30175 -4.39518 2.18800
H 1.83645 -2.16118 1.34460
Cl 2.49415 -1.15018 -0.98320
C 2.18975 -0.05858 -2.29170
C 0.79995 0.28322 -2.49120
C 0.64455 1.53182 -3.22010
Cl -0.80435 2.47092 -3.06600
C 1.68525 2.09592 -3.91230
Cl 1.41985 3.51372 -4.86500
C 2.97595 1.54922 -3.89190
Cl 4.20715 2.10782 -4.96540
C 3.22825 0.52902 -2.95840
Cl 4.87105 0.08102 -2.62860
N 3.52955 1.50882 0.27730
C 2.86885 0.93202 1.32760
N 1.59235 0.65492 1.38370
C 1.21305 0.27132 2.63980
C -0.08685 -0.01268 3.07640
C -0.27945 -0.43168 4.37690
C 0.78015 -0.56768 5.26830
C 2.07355 -0.25358 4.87410
C 2.26665 0.17512 3.57920
S 3.77225 0.65332 2.82940
H 3.13105 1.36542 -0.64380
H 4.53315 1.40762 0.29090
H -0.91855 0.10602 2.39040
H -1.27965 -0.66178 4.71450
H 0.59545 -0.89758 6.27940
H 2.90625 -0.34608 5.55620
C -0.32825 -3.21188 -2.33890
O 0.41105 -2.03098 -2.52720
C -0.19085 -0.74948 -2.24890
C -1.54465 -0.61028 -2.91980
H 0.14425 -3.96288 -2.98180
H -1.37525 -3.10438 -2.63560
H -0.28455 -3.56598 -1.30210
H -2.29215 -1.23968 -2.43960
H -1.45865 -0.89098 -3.97640
H -1.90425 0.40912 -2.85580
*
```

Values from the calculation:
HOMO-LUMO gap (alpha / beta) ... 3.95 / 4.84 eV
LUMO energy (alpha / beta) ... 2.11 / 2.10 eV
HOMO (alpha / beta) ... -1.84 / -2.75 eV